(1)
The following is a DFT calculation (the ωB97M-V functional and the def2-TZVPD basis) of an isolated ion of composition C8H15N4S2 and charge +1.

The geometry in XYZ format:
```
29
Properties=species:S:1:pos:R:3:forces:R:3
N 0.558884 -0.999100 1.479634 2.859 -3.873 -0.688
C 0.783024 -0.298608 0.325782 2.260 2.313 -0.853
S 2.008145 1.400517 0.323860 -1.331 -1.396 0.220
C 3.386776 0.395763 0.015684 1.255 0.755 0.426
N 3.386389 -0.907050 0.123857 -2.105 1.818 0.256
N 4.546344 -1.403346 -0.140833 1.656 -3.200 -0.621
C 5.472445 -0.599685 -0.460949 -0.191 1.120 0.669
S 4.994082 1.062412 -0.319097 -1.111 -0.659 -0.323
N -0.492870 0.197901 -0.153469 -0.795 -1.918 -2.867
C -1.360110 -0.961620 -0.508711 -1.547 -1.249 -0.858
C -2.586409 -0.432793 -1.278290 1.979 0.811 2.721
C -3.330612 0.556387 -0.393783 0.863 1.871 -3.524
C -2.424452 1.631190 0.252826 -0.296 0.674 0.158
C -1.208096 0.945390 0.880847 -0.916 1.782 -1.710
H 1.320225 -1.755519 1.573739 -1.521 1.382 -0.403
H 0.553518 -0.589603 2.361482 -0.311 1.573 1.484
H 1.395704 -0.782110 -0.462135 -1.048 -0.322 0.711
H 6.431747 -0.986360 -0.647194 1.183 0.094 -0.336
H -0.479328 0.595896 -1.113052 0.861 0.996 1.081
H -1.528661 -1.485481 0.402093 -0.709 -0.170 0.786
H -1.007360 -1.759690 -1.153212 1.529 0.435 -0.223
H -3.185086 -1.277166 -1.419457 -1.003 -1.131 -1.011
H -2.167122 0.021047 -2.153617 -0.305 0.097 -1.006
H -3.988851 1.037740 -1.147793 -0.227 0.050 1.059
H -3.880089 -0.050951 0.244701 -1.124 -0.432 1.765
H -2.111298 2.527328 -0.340735 -0.195 -1.167 -0.390
H -3.057087 2.146086 0.978353 0.347 -0.292 0.577
H -0.417649 1.568595 1.232221 -0.149 0.838 1.214
H -1.612197 0.202827 1.497235 0.093 -0.801 1.685
```
Forces are in eV/Å.

* HOMO energy: -12.23 eV
* SMILES: N[C@H](Sc1nncs1)[NH+]1CCCCC1
* net charge: +1
* energy above the lowest of the compared OMol25 structures with the same formula, charge and spin: 30.2 kcal/mol

Results of the Löwdin charge analysis, in e, for atoms 1 through 6: 0.10, -0.48, 0.89, -0.98, -0.10, -0.08

---

(2)
The following is a DFT calculation (the ωB97M-V functional and the def2-TZVPD basis) of a 2-piece molecular cluster, C27H30F12N4O13PS4 overall.

The geometry in XYZ format:
```
91
Properties=species:S:1:pos:R:3:forces:R:3
N -0.327433 0.834059 6.704627 0.134 -0.109 -0.441
C -0.322337 -0.516336 6.295666 0.020 -0.097 0.121
O -0.677915 -1.391364 7.031351 -0.337 -0.064 0.027
C 0.132230 -0.930999 4.884139 0.282 0.136 0.439
C 0.357596 0.240390 3.930314 0.169 0.365 0.318
C 0.332419 -0.031448 2.401614 -1.453 0.181 -0.180
C 0.988336 -1.414082 2.355572 0.539 0.171 -0.414
O 2.152893 -1.450178 2.671248 0.304 0.099 -0.173
N 0.266423 -2.547777 2.075887 -0.046 -0.140 1.049
C 0.976861 -3.751617 2.374831 0.509 -0.642 -0.589
O 1.709168 -4.305704 1.633052 -0.486 0.440 0.743
F 0.674845 -4.191809 3.605720 -0.008 0.144 -0.479
N 1.216140 1.061077 1.743366 0.663 -0.432 -0.103
C 2.178576 0.910831 0.560519 0.305 -0.077 -0.199
C 3.083076 -0.307546 0.376554 0.193 -0.182 -0.082
O 3.721603 0.045343 -0.837007 -0.028 0.075 0.083
C 0.350791 2.318131 1.614404 0.145 0.622 1.134
P 0.965677 3.656334 0.365936 -0.316 0.068 -0.911
O 0.373652 3.597550 -0.965534 -0.174 -0.241 -0.284
C 0.804389 3.073391 2.961081 -0.073 -0.148 -0.510
O 0.285701 3.127844 4.012990 -0.065 0.057 0.303
N 2.144536 3.643552 2.772545 0.452 -0.011 0.218
C 3.067679 3.189588 3.737242 0.074 0.500 0.644
O 3.514267 3.770897 4.659423 -0.017 -0.514 -0.838
F 3.387310 1.894057 3.445771 -0.092 0.139 0.212
C -1.161665 1.816213 1.483768 0.739 -0.905 -0.157
S -2.159086 2.924626 2.642471 0.959 0.161 0.191
O -1.642487 4.223473 2.405119 -0.262 0.034 -0.036
O -2.170353 2.360511 3.937783 -0.479 -0.151 0.041
F -3.575257 2.830742 2.094601 -0.313 0.116 0.131
S -2.150579 2.137779 -0.147275 -1.250 1.250 -0.061
O -2.253816 3.562991 -0.199768 0.641 0.031 -0.202
O -3.387491 1.439895 0.003057 0.475 -0.638 0.103
C -1.537886 1.559516 -1.836361 0.156 -0.147 -0.674
F -2.164930 0.421321 -2.066882 -0.435 -0.258 0.129
F -0.238625 1.310301 -1.923876 0.268 0.272 0.173
C -1.967880 2.514232 -3.048759 -0.041 -0.646 0.045
F -1.702658 1.688586 -4.083348 -0.010 -0.261 -0.184
F -1.187831 3.556486 -3.204776 0.309 0.614 0.399
C -3.479249 2.905428 -3.212869 0.038 0.563 -0.409
F -4.268515 1.905058 -2.827815 -0.106 -0.354 0.386
F -3.631766 3.043119 -4.537973 0.093 0.118 -0.326
C -4.014637 4.254333 -2.587271 -0.073 -0.558 -0.069
F -4.869272 4.790561 -3.433598 -0.420 0.254 -0.488
F -3.059035 5.124932 -2.356859 0.530 0.386 0.134
F -4.672109 3.998033 -1.472449 -0.124 -0.148 0.647
C -1.100644 0.228719 1.776178 -0.824 -0.830 0.359
S -2.437810 -0.228904 3.004210 0.187 0.420 0.409
C -1.374612 -0.684158 0.553433 0.538 0.352 -0.306
C -2.623156 -1.213107 0.237747 -0.283 -0.092 0.099
C -2.774131 -2.085423 -0.820625 -0.017 -0.291 -0.176
C -1.692874 -2.457896 -1.602069 0.111 0.032 0.058
C -0.447920 -1.922417 -1.326877 -0.026 -0.154 -0.160
C -0.313013 -1.055882 -0.263209 -0.014 0.200 -0.055
H -1.255433 1.232432 6.617013 -0.031 0.087 0.434
H 0.338518 1.416308 6.216149 -0.138 0.103 -0.148
H 1.043301 -1.505510 5.048645 0.062 -0.092 -0.216
H -0.645044 -1.622578 4.580146 -0.018 -0.033 -0.137
H -0.357003 1.010107 4.179389 -0.206 0.059 -0.107
H 1.344519 0.637508 4.189374 0.085 -0.049 -0.104
H -0.670856 -2.546453 2.465166 -0.150 0.042 -0.356
H 1.896994 1.219391 2.490947 0.069 0.027 -0.036
H 2.897499 1.709183 0.730135 -0.149 0.145 0.019
H 1.682938 1.115944 -0.384518 -0.383 -0.073 0.045
H 3.802580 -0.400019 1.187951 -0.060 0.047 0.162
H 2.575637 -1.262480 0.281688 -0.193 -0.052 -0.069
H 4.561055 -0.419430 -0.891589 0.048 -0.044 -0.101
H 0.644124 4.802886 1.103976 0.012 -0.054 0.254
H 2.353122 3.575182 0.326072 0.039 0.026 0.287
H 2.106498 4.657135 2.858193 -0.169 0.033 0.121
H -2.467848 -1.538305 2.735409 -0.005 0.003 -0.286
H -3.515268 -0.946704 0.778267 0.049 0.120 0.102
H -3.756865 -2.472298 -1.046164 -0.088 -0.014 0.034
H -1.810154 -3.147238 -2.424578 -0.059 -0.048 -0.064
H 0.402469 -2.176096 -1.947308 -0.089 0.046 0.154
H 0.677071 -0.689892 -0.085387 0.177 0.114 0.104
C 1.073037 -4.731449 -6.778790 0.103 0.042 0.021
C 2.396369 -5.162463 -6.130544 -0.072 0.033 0.016
C 2.960880 -3.943927 -5.387938 0.105 -0.244 -0.076
S 1.541181 -2.944152 -4.923118 -0.003 -0.177 0.002
O 1.599794 -1.684261 -5.613875 -0.002 0.105 0.080
O 1.371571 -2.971149 -3.483748 0.121 -0.006 -0.231
C 0.303810 -3.979245 -5.696992 -0.073 -0.152 -0.138
H 0.505618 -5.583719 -7.146964 -0.009 -0.006 -0.007
H 1.269643 -4.068099 -7.622925 -0.027 0.011 -0.008
H 2.209447 -5.971999 -5.423075 -0.010 0.005 0.015
H 3.106465 -5.530413 -6.868143 0.014 -0.001 -0.003
H 3.504462 -4.215296 -4.486899 -0.010 0.094 0.046
H 3.589658 -3.329218 -6.028578 -0.058 0.084 0.004
H -0.496009 -3.348598 -6.078193 0.032 0.089 0.064
H -0.080976 -4.658337 -4.936211 0.021 0.019 0.035
```
Forces are in eV/Å.

* HOMO energy: -12.33 eV
* net charge: +1

Results of the Löwdin charge analysis, in e, for atoms 1 through 6: 0.15, -0.48, 0.12, -0.10, -0.15, -0.20

---

(3)
The following is a DFT calculation (the ωB97M-V functional and the def2-TZVPD basis) of C16H23Cl2NTeV as an isolated structure.

The geometry in XYZ format:
```
44
Properties=species:S:1:pos:R:3:forces:R:3
V -2.261538 -0.130694 1.005874 -0.630 0.143 -0.214
Cl -3.619982 -0.876261 2.843987 -0.380 -0.181 0.287
C -2.982438 -1.878030 -0.044433 -0.104 0.118 0.377
Cl -2.457893 -2.240447 -1.767948 0.050 -0.189 -0.609
H -4.070988 -1.804327 -0.106102 -0.137 -0.098 -0.105
H -2.765911 -2.792986 0.508314 0.025 -0.113 -0.053
C -1.118788 3.482688 -2.692843 -0.003 -0.018 0.001
C -1.549597 2.048761 -3.038002 0.009 -0.077 0.335
C -2.847381 2.076493 -3.851864 -0.064 -0.070 -0.021
C -0.445001 1.322093 -3.817301 -0.018 0.007 -0.024
C -1.778106 1.338310 -1.771723 0.120 0.506 -0.902
N -1.901962 0.838448 -0.748747 -0.115 -0.549 0.814
H -0.812547 3.987164 -3.609218 0.047 0.107 -0.103
H -0.289542 3.491514 -1.982330 -0.065 -0.057 -0.049
H -1.947991 4.037845 -2.249675 0.051 -0.056 0.028
H -2.691250 2.684226 -4.743544 -0.003 0.049 -0.126
H -3.665133 2.514658 -3.274941 0.088 -0.042 -0.002
H -3.143168 1.071740 -4.160713 0.030 0.025 0.072
H -0.345280 1.792432 -4.795564 0.077 0.048 -0.147
H -0.693123 0.268016 -3.959117 -0.009 0.067 0.070
H 0.514016 1.387448 -3.298984 -0.097 -0.027 0.036
C 1.468811 0.455789 0.238575 -0.023 -0.003 -0.005
C 0.914488 -0.634589 1.152226 0.104 0.005 0.299
C 0.617197 -1.863181 0.266061 -0.018 0.041 0.023
C -0.396425 -0.219111 1.854120 0.376 -0.261 -0.375
C 1.945204 -1.056312 2.202942 0.004 0.109 -0.303
C 1.668289 -2.134423 3.049179 0.025 -0.107 0.088
C 2.573316 -2.558770 4.006684 -0.049 0.037 -0.042
C 3.795421 -1.911565 4.153434 0.067 -0.025 0.028
C 4.087004 -0.840952 3.326031 -0.014 0.032 0.023
C 3.173226 -0.421367 2.364571 0.077 -0.006 0.079
H 0.685996 0.781647 -0.444262 -0.096 -0.043 -0.010
H 2.309008 0.078938 -0.353748 0.121 -0.041 -0.034
H 1.776016 1.339417 0.796491 -0.029 0.013 0.021
H -0.023982 -1.576315 -0.569219 -0.038 0.034 0.093
H 0.088487 -2.640235 0.821026 -0.019 0.032 0.000
H 1.542250 -2.290812 -0.134320 0.135 -0.067 -0.035
H -0.527962 -0.801817 2.767031 0.080 0.004 0.096
H 0.714649 -2.640466 2.963575 0.001 0.031 -0.016
H 2.319393 -3.393926 4.649503 0.000 -0.017 0.017
H 4.503793 -2.236070 4.906729 0.021 -0.008 0.020
H 5.029068 -0.314471 3.430483 0.039 0.010 0.013
H 3.425171 0.424710 1.740554 -0.004 -0.010 -0.007
Te -0.814814 1.834787 2.367207 0.371 0.647 0.360
```
Forces are in eV/Å.

* HOMO energy (spin up / spin down): 0.73 / 0.42 eV
* spin multiplicity: 4
* net charge: -2

Results of the Löwdin charge analysis, in e, for atoms 1 through 6: -0.02, -0.25, -0.74, 0.26, -0.06, -0.05

---

(4)
The following is a DFT calculation (the ωB97M-V functional and the def2-TZVPD basis) of C3H4O3Rh as an isolated structure.

The geometry in XYZ format:
```
11
Properties=species:S:1:pos:R:3:forces:R:3
O 1.819715 0.513564 0.078843 1.652 -0.951 0.068
C 1.810523 -0.863873 0.176615 -0.019 -2.381 -0.182
C 0.445152 -1.451372 0.012488 -0.117 -1.541 -0.533
O -0.572705 -0.609936 0.292821 -2.040 0.890 -0.322
Rh 0.170549 1.305587 0.201215 -1.940 3.036 -0.006
H 2.205418 -1.211378 1.159215 0.523 0.655 0.002
H 2.454250 -1.349443 -0.585535 0.371 0.508 0.246
H 0.183442 -2.510908 -0.029343 0.420 0.274 -0.068
C -2.073172 -0.753133 -0.125032 0.584 0.066 0.259
O -2.389259 0.493856 -0.290725 1.498 -0.550 1.040
H -3.277687 0.691359 0.048067 -0.934 -0.004 -0.504
```
Forces are in eV/Å.

* HOMO energy (spin up / spin down): -17.44 / -20.10 eV
* spin multiplicity: 6
* net charge: +2
* energy above the lowest of the compared OMol25 structures with the same formula, charge and spin: 20.7 kcal/mol

Results of the Löwdin charge analysis, in e, for atoms 1 through 6: -0.07, -0.17, -0.06, -0.27, 1.56, 0.19

---

(5)
The following is a DFT calculation (the ωB97M-V functional and the def2-TZVPD basis) of a 2-piece molecular cluster, C10H16 overall.

The geometry in XYZ format:
```
26
Properties=species:S:1:pos:R:3:forces:R:3
C 1.017923 1.874421 -0.321831 2.788 -1.384 -0.429
C 0.487221 2.448744 0.971012 -0.924 -0.483 2.819
C -0.512411 1.351897 1.379663 -2.286 1.995 -2.076
C -0.153478 0.221319 2.059167 0.035 -0.281 0.507
C -0.824778 -0.955357 1.895161 -2.714 -0.716 -1.665
C -2.042719 -0.999842 1.096614 0.786 0.055 0.907
C -2.543482 0.199552 0.533662 1.672 -0.691 1.079
C -1.762645 1.362690 0.647022 -0.416 -0.309 0.577
H 0.808686 0.735611 -0.463973 0.638 1.942 0.679
H 2.165309 2.055686 -0.290662 -1.806 -0.475 -0.682
H 0.593309 2.280194 -1.218400 -0.169 0.698 -0.369
H 1.272875 2.439618 1.829326 -1.043 0.488 -1.699
H -0.047780 3.455001 0.902155 1.003 -1.279 -0.024
H 0.611586 0.164806 2.806964 0.938 0.513 -0.168
H -0.354894 -1.824888 2.333469 -0.554 -0.293 0.113
H -2.653871 -1.926487 1.010116 0.793 0.696 0.039
H -3.485413 0.196372 0.008441 -0.094 0.080 -0.035
H -2.274796 2.263009 0.208777 1.362 -0.593 0.408
C 0.407163 -1.864724 -2.077975 1.650 0.357 4.780
C 2.002807 -1.823185 -2.044494 -1.358 -3.486 1.163
H -0.083036 -2.805601 -2.231884 0.112 -0.427 -1.614
H 0.269153 -2.022655 -0.894084 -0.184 1.213 -2.026
H -0.137443 -0.963681 -2.316789 -0.117 -0.039 -0.509
H 2.553853 -2.074142 -2.927225 -0.039 0.122 -0.904
H 2.161027 -2.748850 -1.359069 0.353 1.405 -1.092
H 2.525833 -1.039507 -1.535162 -0.428 0.894 0.220
```
Forces are in eV/Å.

* HOMO energy: -8.61 eV
* SMILES: CCc1ccccc1.CC
* energy above the lowest of the compared OMol25 structures with the same formula, charge and spin: 58.7 kcal/mol

Results of the Löwdin charge analysis, in e, for atoms 1 through 6: -0.12, -0.22, -0.26, -0.11, -0.09, -0.08

---

(6)
The following is a DFT calculation (the ωB97M-V functional and the def2-TZVPD basis) of a 2-piece molecular cluster, C4H5NO overall.

The geometry in XYZ format:
```
11
Properties=species:S:1:pos:R:3:forces:R:3
C 0.425570 0.303045 1.497797 -1.261 1.696 -1.168
C -0.290830 0.361554 0.339850 -0.356 1.115 3.292
C -1.370516 0.854332 -0.217697 -0.045 -0.378 -1.025
H 1.332990 0.867645 1.671580 0.425 -0.489 -0.518
H 0.068537 -0.195719 2.389074 -0.223 -0.416 -0.268
H -1.837944 0.380916 -1.072534 0.205 0.092 -0.289
H -1.809597 1.800487 0.074436 -0.047 -0.158 0.424
N 0.799890 -1.175623 -1.853215 -1.343 1.160 0.106
C 0.933604 -0.995696 -0.639361 4.416 -3.785 0.968
O 1.663606 -1.397585 0.263458 -1.696 1.030 -1.588
H 0.084690 -0.803357 -2.453388 -0.075 0.132 0.064
```
Forces are in eV/Å.

* HOMO energy (spin up / spin down): -9.34 / -9.34 eV
* SMILES: C=C=C.N=C=O
* energy above the lowest of the compared OMol25 structures with the same formula, charge and spin: 100.4 kcal/mol

Results of the Löwdin charge analysis, in e, for atoms 1 through 6: 0.09, -0.21, 0.01, 0.09, 0.09, 0.05

---

no.,DFT total energy (Ha)
1,-1328.90420
2,-5376.08917
3,-2810.62136
4,-451.88756
5,-390.54233
6,-285.25461